1.
DFT (ωB97M-V with the def2-TZVPD basis set) results for a single H3N2OP molecule in a non-equilibrium geometry.

```
! RIJCOSX wB97M-V def2-TZVPD def2/J DEFGRID3
* xyz 0 1
N -0.793 0.431 -1.100
N -0.230 0.077 0.023
P 1.196 0.453 0.719
O 1.215 -0.818 1.747
H -0.431 1.261 -1.559
H -1.765 0.216 -1.155
H 0.808 -1.620 1.324
*
```

The max |F| comes out at 2.94 eV/Å. The orbital gap comes out at 8.503 eV. Its SMILES is N/N=P/O.

***

2.
DFT (ωB97M-V with the def2-TZVPD basis set) results for a single H3N2OP molecule in a non-equilibrium geometry.

```
! RIJCOSX wB97M-V def2-TZVPD def2/J DEFGRID3
* xyz 0 1
N -1.375 -0.832 -0.046
N -0.079 0.326 -0.068
P 1.191 -0.509 0.342
O 2.263 0.583 0.104
H -1.869 -0.223 0.631
H -1.915 -0.845 -0.867
H 1.784 1.500 -0.095
*
```

The max |F| comes out at 5.25 eV/Å. The orbital gap comes out at 9.959 eV. Its SMILES is N/N=P/O.

***

3.
DFT (ωB97M-V with the def2-TZVPD basis set) results for 2 unconnected molecules or ions with the total composition H3N3 in a non-equilibrium geometry.

```
! RIJCOSX wB97M-V def2-TZVPD def2/J DEFGRID3
* xyz 0 1
N -0.836 0.296 0.016
N 0.152 -0.559 -0.618
N 0.535 0.559 0.055
H -1.469 0.823 -0.728
H 0.474 -1.485 -0.211
H 1.144 0.367 1.486
*
```

The max |F| comes out at 4.88 eV/Å. The orbital gap comes out at 9.196 eV.

***

| no. | HOMO level (eV) | DFT total energy (Ha) |
| --- | --- | --- |
| 1 | -7.961 | -527.8644 |
| 2 | -9.596 | -527.8322 |
| 3 | -9.012 | -165.8300 |